(1)
{
  "formula": "C25H23BF5IO6",
  "method": "wB97M-V/def2-TZVPD",
  "total_charge": 0,
  "homo_ev": -9.387,
  "homo_lumo_gap_ev": 8.4098,
  "fmax_ev_per_a": 3.166,
  "smiles": "CCCOCc1ccc2c(c1B(O)OCC)C(=O)c1c(C)cc(C(F)(F)C(F)(F)F)c(CC(=O)I)c1C2=O",
  "symbols": ["C", "C", "C", "O", "C", "C", "C", "C", "C", "C", "C", "B", "O", "O", "C", "C", "C", "O", "C", "C", "C", "C", "C", "C", "F", "F", "C", "F", "F", "F", "C", "C", "C", "O", "I", "C", "C", "O", "H", "H", "H", "H", "H", "H", "H", "H", "H", "H", "H", "H", "H", "H", "H", "H", "H", "H", "H", "H", "H", "H", "H"],
  "coordinates": [[-0.125114, -3.476899, 4.404852], [-0.430080, -3.366519, 2.854112], [-1.929067, -3.815349, 2.515354], [-1.868412, -4.733717, 1.405010], [-2.352337, -4.127955, 0.191127], [-1.338640, -3.097358, -0.422605], [0.049286, -3.588490, -0.564284], [1.135001, -2.748097, -1.111995], [0.757232, -1.392558, -1.503094], [-0.626857, -0.876888, -1.373877], [-1.708379, -1.710299, -0.828603], [-3.213924, -1.145710, -0.635858], [-3.770363, -1.340051, 0.670713], [-3.948114, -0.522113, -1.633542], [-5.117518, 0.177359, -1.145405], [-4.806476, 1.442635, -0.274656], [-0.804258, 0.615622, -1.839792], [-1.731372, 1.014497, -2.496159], [0.383325, 1.559508, -1.409574], [0.085900, 2.902915, -0.922999], [-1.336855, 3.529986, -0.824639], [1.258778, 3.708303, -0.495754], [2.630226, 3.185591, -0.564835], [3.739570, 4.147064, -0.030669], [4.263819, 3.606471, 1.149234], [3.217493, 5.381804, 0.348578], [4.912731, 4.451891, -1.064441], [6.095979, 3.911413, -0.608732], [4.624582, 4.082564, -2.338923], [5.135297, 5.815830, -1.080034], [2.923692, 1.820482, -1.075841], [4.366703, 1.230552, -1.129182], [4.667728, 0.668315, 0.338615], [3.777769, 0.190343, 0.967586], [6.711937, 0.808221, 1.019658], [1.768318, 1.035995, -1.494291], [1.872126, -0.430339, -2.047256], [2.702636, -0.794179, -2.845253], [-0.626152, -2.659238, 4.999880], [0.988361, -3.407226, 4.567743], [-0.524295, -4.479761, 4.737363], [-0.335386, -2.297857, 2.497111], [0.250178, -4.005956, 2.241070], [-2.343634, -4.354324, 3.418810], [-2.605166, -2.937596, 2.316208], [-2.422214, -4.976399, -0.552055], [-3.370649, -3.708675, 0.385938], [0.291488, -4.624157, -0.217451], [2.186107, -3.120394, -1.188880], [-3.102071, -1.024725, 1.309789], [-5.794759, -0.550415, -0.632807], [-5.664237, 0.549513, -2.061400], [-4.314693, 1.199485, 0.710667], [-5.800657, 1.909696, 0.000821], [-4.239583, 2.242430, -0.819263], [-1.286811, 4.656970, -0.857156], [-1.890062, 3.213703, 0.101306], [-1.989283, 3.244715, -1.698673], [1.026196, 4.726854, -0.091581], [4.447863, 0.331134, -1.802104], [5.147100, 1.951383, -1.467888]],
  "atomic_forces_ev_per_a": [[0.02, -0.07, -0.75], [-1.06, 0.76, 0.35], [1.13, -0.12, 0.83], [-0.84, 1.08, -0.29], [0.32, -0.44, -0.58], [1.58, 1.09, -0.33], [-0.11, 1.97, -0.66], [-3.07, 0.64, 0.44], [-0.60, -0.38, 0.54], [1.04, -1.28, 0.29], [2.09, -0.92, -0.67], [-0.23, -0.15, 0.22], [0.85, 1.09, -0.99], [0.57, -0.54, 1.94], [-0.89, 0.85, -0.62], [-0.67, 0.01, 0.48], [1.13, -0.63, 0.49], [0.43, -0.18, 0.47], [0.76, 0.69, 0.50], [2.32, -0.32, -0.06], [-0.16, 0.06, -0.58], [-0.09, -2.11, -0.70], [-1.79, -0.36, -0.36], [-0.81, -0.39, 0.81], [-0.24, 0.57, -1.60], [0.46, -1.66, -0.64], [1.23, 1.79, 0.64], [-1.68, 0.25, -1.18], [0.54, 0.11, 1.61], [-0.33, -1.79, -0.25], [-1.79, 0.91, -0.39], [-0.04, -0.17, 0.76], [-1.26, 0.26, -1.20], [1.13, 0.16, 0.04], [-0.31, -0.12, -0.08], [-0.62, 1.11, 0.53], [-1.12, 0.30, 0.72], [-0.21, 0.18, 0.67], [0.46, -0.90, -0.66], [-1.20, -0.16, 0.02], [0.64, 1.06, -0.06], [0.30, -1.09, 0.37], [-0.54, 0.50, 0.67], [0.32, 0.35, -1.07], [0.65, -0.91, 0.02], [-0.09, 0.86, 0.81], [0.90, -0.15, -0.44], [-0.36, 1.08, -0.38], [-1.17, 0.47, -0.01], [-0.44, -0.62, -0.23], [0.61, 0.75, -0.19], [0.65, -0.55, 0.87], [-0.33, 0.18, -1.15], [0.98, -0.53, -0.33], [-0.32, -0.99, 0.35], [0.17, -1.20, 0.28], [0.69, 0.28, -0.74], [0.88, 0.10, 0.91], [0.60, -1.11, -0.48], [-0.33, 0.94, 0.61], [-0.73, -0.63, 0.45]],
  "lowdin_charge": [-0.120, -0.213, -0.193, -0.174, -0.159, -0.091, 0.002, 0.030, -0.051, -0.001, 0.059, -0.528, 0.084, 0.057, -0.212, -0.071, -0.251, 0.127, 0.004, -0.138, -0.054, 0.066, -0.019, -0.298, 0.075, 0.077, -0.433, 0.089, 0.152, 0.119, -0.068, -0.108, -0.818, 0.027, 0.826, 0.009, -0.267, 0.109, 0.076, 0.073, 0.074, 0.105, 0.099, 0.122, 0.109, 0.143, 0.121, 0.119, 0.122, 0.108, 0.125, 0.132, 0.078, 0.088, 0.072, 0.088, 0.089, 0.076, 0.125, 0.125, 0.087]
}

=====

(2)
{
  "formula": "C25H23Br2IrN3O6S2",
  "method": "wB97M-V/def2-TZVPD",
  "s_squared": 6.01,
  "total_charge": 1,
  "spin_multiplicity": 5,
  "homo_ev": [-9.841, -11.483],
  "de_lowest_kj_mol": 0.0,
  "homo_lumo_gap_ev": [6.6855, 7.3003],
  "fmax_ev_per_a": 0.508,
  "symbols": ["Ir", "Br", "C", "C", "C", "N", "C", "C", "C", "C", "C", "Br", "C", "C", "N", "H", "H", "H", "H", "H", "H", "O", "S", "O", "O", "C", "C", "C", "C", "C", "C", "S", "O", "O", "O", "H", "H", "H", "H", "C", "N", "C", "C", "C", "C", "C", "C", "C", "C", "H", "H", "H", "H", "H", "H", "H", "H", "H", "H", "H", "H", "H"],
  "coordinates": [[-0.190656, 0.363795, 0.337150], [6.463318, 1.431241, 2.386611], [4.704350, 1.185866, 1.784566], [4.376404, 1.432948, 0.461449], [3.068147, 1.212641, 0.080486], [2.126170, 0.783532, 0.915111], [2.428698, 0.590351, 2.203805], [3.726223, 0.770547, 2.670055], [1.312503, 0.225017, 3.127913], [1.513078, 0.044513, 4.488500], [0.415696, -0.203107, 5.298314], [0.662720, -0.451582, 7.140590], [-0.851693, -0.252376, 4.747311], [-0.965045, -0.075205, 3.380954], [0.088334, 0.142464, 2.600283], [5.109178, 1.792682, -0.245719], [2.742080, 1.416732, -0.933756], [3.986850, 0.605672, 3.703240], [2.493587, 0.101461, 4.933450], [-1.728984, -0.420955, 5.354061], [-1.928969, -0.090991, 2.885362], [-4.353100, -0.114876, -0.871537], [-3.083215, 0.545455, -0.858755], [-2.095580, 0.068713, -1.818343], [-2.466569, 0.582512, 0.504464], [-3.399875, 2.247568, -1.351660], [-4.683471, 2.514636, -1.785925], [-5.030606, 3.771087, -2.280004], [-4.089544, 4.778071, -2.351738], [-2.793670, 4.523948, -1.919757], [-2.445737, 3.278500, -1.418464], [-0.762282, 3.256451, -0.868895], [-0.064377, 1.990655, -1.261951], [-1.150371, 2.966341, 0.693446], [-0.006822, 2.332613, 1.239990], [-5.417105, 1.722619, -1.735180], [-6.045054, 3.948940, -2.610399], [-4.351184, 5.753798, -2.736523], [-2.045060, 5.306430, -1.963621], [1.254319, -3.127983, -3.536057], [1.451834, -1.778225, -2.940300], [0.212664, -0.952616, -3.082120], [1.966306, -1.827523, -1.502505], [1.007977, -2.494832, -0.564160], [1.077383, -3.880366, -0.419147], [0.150180, -4.558424, 0.353478], [-0.864545, -3.842377, 0.971429], [-0.912742, -2.461046, 0.855330], [0.033118, -1.743402, 0.108240], [0.988561, -3.005632, -4.582737], [0.448818, -3.622881, -3.002012], [2.174393, -3.700000, -3.444124], [2.185588, -1.317743, -3.477016], [-0.589877, -1.418391, -2.520987], [-0.041586, -0.898806, -4.137977], [0.388950, 0.042843, -2.681357], [2.128385, -0.788223, -1.227813], [2.924550, -2.345379, -1.555974], [1.868803, -4.434135, -0.913377], [0.214346, -5.632315, 0.464692], [-1.615255, -4.356129, 1.557936], [-1.720511, -1.935130, 1.351673]],
  "atomic_forces_ev_per_a": [[-0.48, -0.13, -0.06], [0.00, 0.01, -0.01], [-0.02, -0.01, -0.01], [0.04, 0.01, -0.01], [-0.11, 0.07, 0.00], [0.11, -0.07, 0.20], [0.08, -0.06, -0.02], [0.00, 0.00, 0.00], [-0.03, 0.03, 0.03], [0.00, -0.01, 0.02], [0.02, 0.01, -0.04], [-0.01, 0.00, 0.01], [-0.05, -0.01, 0.02], [0.03, 0.01, -0.03], [0.08, -0.26, 0.25], [0.00, 0.00, 0.00], [0.01, 0.00, 0.00], [-0.01, 0.00, 0.01], [0.00, 0.00, -0.01], [0.01, 0.00, 0.01], [0.00, 0.01, 0.01], [0.00, 0.06, 0.10], [0.04, -0.15, -0.26], [-0.03, -0.02, 0.02], [0.19, 0.08, -0.05], [0.06, -0.01, 0.11], [-0.07, 0.02, 0.00], [0.04, 0.00, 0.01], [-0.03, -0.04, 0.00], [0.03, 0.06, 0.00], [-0.09, -0.10, -0.05], [0.03, 0.17, -0.18], [0.01, 0.03, -0.51], [-0.05, 0.23, 0.13], [0.10, -0.01, 0.22], [0.01, 0.00, 0.00], [0.00, 0.00, 0.00], [0.00, 0.00, 0.00], [0.00, -0.01, 0.00], [0.01, 0.02, 0.01], [0.00, 0.00, 0.00], [0.04, -0.02, 0.00], [0.00, 0.01, -0.07], [0.02, 0.10, -0.08], [-0.01, 0.01, -0.01], [0.00, 0.01, 0.00], [-0.02, 0.00, -0.01], [0.01, -0.03, -0.01], [0.05, 0.10, 0.24], [0.00, -0.01, 0.00], [0.00, 0.00, 0.00], [0.00, -0.01, 0.00], [0.00, 0.00, 0.01], [0.00, -0.01, -0.02], [-0.01, 0.00, 0.00], [-0.01, 0.00, 0.00], [0.01, -0.01, 0.01], [0.00, -0.01, 0.01], [0.00, -0.01, 0.00], [0.00, 0.00, 0.01], [0.00, -0.01, -0.01], [0.02, 0.01, 0.00]],
  "lowdin_spin": [2.880, 0.000, -0.001, 0.003, 0.008, 0.110, 0.009, 0.003, 0.010, 0.004, -0.003, -0.001, 0.004, 0.008, 0.126, 0.001, 0.001, 0.001, 0.001, 0.001, 0.001, 0.013, 0.013, 0.042, 0.125, 0.001, 0.000, 0.000, 0.000, 0.000, 0.000, 0.014, 0.098, 0.055, 0.227, 0.000, 0.000, 0.000, 0.000, 0.000, 0.002, 0.007, 0.010, 0.038, 0.002, 0.023, 0.001, 0.047, 0.100, 0.000, 0.000, 0.000, 0.000, 0.001, 0.000, 0.004, 0.004, 0.000, 0.001, 0.001, 0.000, 0.004]
}